Computed, not measured: C4H8O2 in the gas phase in a non-equilibrium geometry, with ωB97M-V/def2-TZVPD.

The geometry in ORCA input format:
```
! wB97M-V def2-TZVPD RIJCOSX def2/J DEFGRID3
* xyz 0 1
C -1.05476 0.30471 -1.03979
C -0.09186 0.48349 0.09232
O 0.11837 1.80242 0.51222
C -0.00152 -0.51567 1.17388
C 1.18015 -0.28970 0.17548
O 1.38707 -1.57694 -0.29512
H -2.06891 0.55744 -0.71411
H -1.06206 -0.72931 -1.39692
H -0.76667 0.96201 -1.86293
H -0.73977 2.10978 0.83133
H 0.28377 -0.28085 2.17595
H -0.60290 -1.44361 1.06938
H 2.08650 0.25002 0.50947
H 1.33259 -1.63380 -1.23116
*
```

Output
DFT total energy   -307.618994 Ha
SMILES   C[C@@]1(O)C[C@H]1O
Highest occupied orbital energy   -0.3363 hartree
Relative energy (zero: lowest compared OMol25 entry of this formula, charge and spin)   58.6 kcal per mole
Lowest unoccupied orbital energy   0.0311 hartree

So, what does the Mulliken scheme give us? The charges, in e, come out as: number 1, C, carries -1.444; number 2, C, carries 0.964; number 3, O, carries -0.551; number 4, C, carries -0.843; number 5, C, carries -0.163; number 6, O, carries -0.515; number 7, H, carries 0.371; number 8, H, carries 0.345; number 9, H, carries 0.319; number 10, H, carries 0.371; number 11, H, carries 0.301; number 12, H, carries 0.235; number 13, H, carries 0.337; number 14, H, carries 0.271